(1)
Here is 5 unconnected molecules or ions with the total composition C17H38N2O7 at a distorted geometry from the OMol25 dataset. Energies are from ωB97M-V/def2-TZVPD.

Properties
Multiplicity   1
ΔE to the lowest compared entry with this formula, charge and spin   255.28 kcal per mole
HOMO energy   -7.87 eV

Each line ends with the Löwdin charge.
Element x y z (Å)
O 9.247 17.153 36.811  -0.18
O 13.192 24.314 35.682  -0.14
O 10.217 20.143 34.333  -0.02
O 11.541 20.086 32.777  -0.08
O 11.963 19.080 34.618  -0.08
O 15.443 16.544 32.246  -0.13
O 12.717 16.223 31.108  -0.01
N 9.174 16.634 32.193  -0.37
N 11.316 19.938 33.988  -0.66
C 11.715 16.892 31.819  -0.18
C 10.442 17.353 37.496  -0.15
C 14.174 24.233 36.635  -0.23
C 13.897 22.872 37.452  -0.16
C 12.829 22.201 36.548  -0.20
C 8.845 18.045 31.824  0.03
C 8.569 18.767 38.397  -0.16
C 15.150 17.785 32.848  -0.16
C 14.926 18.590 31.594  -0.12
C 9.886 18.231 38.736  -0.18
C 8.458 18.364 36.870  -0.13
C 16.331 16.667 31.228  -0.22
C 15.819 17.910 30.470  -0.13
C 7.979 15.850 31.723  -0.03
C 9.254 16.616 33.610  -0.04
C 10.338 16.103 31.564  -0.07
C 12.829 23.019 35.268  -0.20
H 7.511 18.207 36.638  0.07
H 16.562 18.670 30.102  0.12
H 13.928 25.007 37.413  0.12
H 6.997 16.090 32.205  0.11
H 9.995 17.615 39.703  0.13
H 13.532 22.642 34.648  0.09
H 11.822 22.815 34.992  0.11
H 15.156 19.733 31.556  0.15
H 13.925 18.533 31.344  0.05
H 11.199 17.915 36.943  0.12
H 11.992 16.982 32.779  0.09
H 14.399 17.865 33.529  0.10
H 14.795 22.171 37.454  0.11
H 10.538 19.049 39.044  0.09
H 7.714 15.707 30.620  0.14
H 15.232 24.200 36.104  0.15
H 8.174 16.651 34.205  0.18
H 10.577 15.052 31.853  0.16
H 8.001 18.548 32.054  0.08
H 11.876 22.127 37.208  0.13
H 10.630 16.485 37.883  0.05
H 13.481 22.935 38.515  0.11
H 7.912 14.816 32.204  0.13
H 15.951 18.177 33.258  0.08
H 17.341 17.134 31.529  0.14
H 16.440 15.873 30.505  0.12
H 9.679 15.587 34.013  0.16
H 13.549 16.376 31.522  0.04
H 8.850 18.049 30.790  0.09
H 8.543 19.845 38.481  0.11
H 9.969 17.189 34.051  0.05
H 7.735 18.218 38.941  0.13
H 13.061 21.149 36.436  0.09
H 15.424 17.585 29.680  0.01
H 9.537 18.842 32.183  0.12
H 11.611 17.771 31.514  0.03
H 9.009 18.881 36.180  0.07
H 10.120 16.257 30.531  0.13

---

(2)
Here is a molecular structure, C17H39GaO6PS from the OMol25 dataset. Energies are from ωB97M-V/def2-TZVPD.

Properties
Total charge   -1
Multiplicity   1
HOMO energy   -3.84 eV

Each line ends with the Löwdin charge.
Element x y z (Å)
Ga -0.393 1.736 -2.514  0.16
S -1.608 -0.987 -4.670  -0.14
P -1.684 -0.235 -2.813  0.17
O -5.033 1.403 -1.341  0.06
O 5.575 -1.062 4.419  0.07
O -3.353 6.312 0.418  0.05
O -1.768 -3.450 -1.362  0.03
O 1.527 -0.735 -1.330  -0.14
O 2.194 1.212 1.360  0.07
C 3.657 1.368 3.229  -0.03
C -1.931 -4.575 -3.446  -0.05
C 0.028 -4.934 -1.814  -0.02
C 1.555 1.217 -2.865  -0.34
C -4.041 4.404 -0.830  -0.03
C -5.201 -0.489 0.078  -0.02
C 3.155 0.766 1.935  -0.50
C 5.571 -1.382 6.773  -0.02
C -3.255 5.666 -0.602  -0.50
C -5.755 0.596 -0.813  -0.50
C -7.253 0.618 -1.020  -0.03
C 1.908 -0.223 -2.606  -0.39
C 6.912 -2.879 5.165  -0.02
C 3.905 -0.429 1.397  -0.02
C -1.280 -4.247 -2.126  -0.51
C 5.978 -1.708 5.356  -0.50
C -2.324 6.082 -1.714  -0.02
H 3.876 -1.240 2.126  0.07
H -2.846 -4.000 -3.551  0.07
H -3.359 3.570 -1.004  0.07
H 4.903 -0.525 6.772  0.08
H 3.438 -0.754 0.468  0.07
H -1.261 -4.312 -4.264  0.07
H -1.810 7.000 -1.436  0.07
H -7.582 -0.322 -1.467  0.08
H 1.484 -0.863 -3.377  0.08
H -7.516 1.441 -1.680  0.08
H -4.120 -0.394 0.136  0.08
H 0.767 -4.688 -2.578  0.09
H -2.891 6.249 -2.632  0.08
H 0.393 -4.597 -0.847  0.08
H 6.454 -1.150 7.371  0.08
H 7.123 -3.006 4.106  0.08
H -1.237 -1.223 -1.926  -0.11
H -5.627 -0.405 1.080  0.08
H -5.450 -1.471 -0.328  0.09
H 7.846 -2.705 5.701  0.08
H -2.156 -5.644 -3.496  0.08
H -4.680 4.515 -1.707  0.09
H 4.688 1.705 3.111  0.08
H 3.626 0.624 4.023  0.06
H 1.005 -0.084 -0.838  0.04
H -0.914 2.927 -3.446  -0.12
H 4.947 -0.165 1.210  0.08
H -3.025 0.021 -2.456  -0.12
H 2.995 -0.345 -2.665  0.09
H 1.713 1.383 -3.929  0.04
H 5.061 -2.236 7.221  0.08
H -1.592 5.294 -1.899  0.07
H -7.761 0.747 -0.063  0.08
H -0.515 2.120 -0.944  -0.11
H 2.223 1.896 -2.344  0.03
H 6.452 -3.790 5.551  0.08
H -0.113 -6.017 -1.794  0.08
H -4.659 4.185 0.038  0.08
H 3.029 2.215 3.496  0.08

---

(3)
Here is 3 unconnected molecules or ions with the total composition C17H39IO4P at a distorted geometry from the OMol25 dataset. Energies are from ωB97M-V/def2-TZVPD.

Properties
Total charge   -1
Multiplicity   1
ΔE to the lowest compared entry with this formula, charge and spin   212.18 kcal per mole
HOMO energy   -4.50 eV

Each line ends with the Löwdin charge.
Element x y z (Å)
I 0.648 0.248 -2.418  0.27
P 0.686 -0.974 -0.228  0.00
O 3.709 -1.094 -6.544  -0.20
O 2.044 1.149 -7.501  -0.20
O 0.725 1.689 7.406  -0.20
O -0.279 1.303 4.657  -0.21
C -0.586 -2.778 1.686  -0.14
C 0.845 -1.990 1.387  -0.40
C 0.024 0.584 0.657  -0.46
C -1.597 0.877 0.367  -0.27
C -3.887 -1.966 -0.752  -0.16
C -1.530 -3.732 2.152  -0.01
C -0.427 2.496 7.627  -0.12
C -2.550 0.600 1.667  -0.21
C 1.959 0.586 -6.188  -0.21
C 3.307 0.014 -5.732  -0.20
C -3.694 -0.554 1.478  -0.24
C 0.337 2.549 4.350  -0.11
C 1.565 0.259 -8.504  -0.12
C 4.642 -0.717 -7.551  -0.12
C 0.398 0.417 6.840  -0.19
C -4.434 -0.586 0.017  -0.26
C 0.614 0.404 5.321  -0.19
H -0.453 3.280 4.152  0.09
H -4.120 0.309 -0.694  0.10
H 1.072 -0.318 7.294  0.12
H -0.926 2.176 8.547  0.08
H 0.605 1.543 0.245  0.05
H 1.900 -0.768 -8.344  0.08
H 4.656 -1.501 -8.313  0.08
H -2.564 -4.164 2.563  0.04
H -1.673 2.045 0.137  0.11
H 0.396 -0.602 4.946  0.12
H 4.382 0.227 -8.036  0.08
H 4.083 0.789 -5.724  0.12
H 0.947 2.444 3.447  0.08
H 2.064 -0.526 -0.009  -0.05
H -1.853 0.261 -0.593  0.05
H 1.135 -1.311 2.298  0.06
H 0.186 0.599 1.823  0.05
H -1.133 2.451 6.795  0.08
H -3.625 -1.737 -1.891  0.08
H -5.603 -0.612 0.046  0.09
H -4.550 -0.315 2.277  0.10
H 1.246 -2.100 -0.987  -0.08
H -0.101 3.533 7.747  0.09
H 1.172 -0.175 -6.142  0.12
H 1.677 1.398 -5.510  0.10
H -2.857 -2.339 -0.280  0.05
H -4.695 -2.825 -0.636  0.07
H 0.957 2.927 5.166  0.08
H -0.629 0.130 7.095  0.12
H 1.736 -2.762 1.208  0.08
H 1.943 0.599 -9.472  0.08
H -3.334 -1.650 1.745  0.07
H -0.625 -1.535 -0.449  -0.06
H 1.655 0.635 5.068  0.13
H -3.062 1.594 2.086  0.11
H 3.200 -0.359 -4.708  0.10
H 5.642 -0.639 -7.113  0.08
H -1.838 0.224 2.544  0.10
H 0.471 0.287 -8.525  0.08

---

(4)
Here is a molecular structure, C17H39IrOP3Se at a distorted geometry from the OMol25 dataset. Energies are from ωB97M-V/def2-TZVPD.

Properties
Total charge   +3
Multiplicity   5
ΔE to the lowest compared entry with this formula, charge and spin   30.58 kcal per mole
HOMO energy (alpha / beta)   -15.77 / -17.50 eV

Each line ends with the Löwdin charge.
Element x y z (Å)
Ir 0.403 -0.387 0.351  0.85
Se 1.125 -1.939 -4.351  1.17
P 0.440 -0.313 2.656  0.62
P -0.965 -2.266 0.599  0.64
P -1.385 0.791 0.307  0.50
O 2.156 -1.098 -0.571  -0.22
C -0.164 -3.696 1.410  -0.22
C -2.554 0.987 1.651  -0.20
C 1.735 1.941 -3.060  -0.05
C -0.840 -0.938 3.831  -0.21
C -0.195 0.763 -4.632  -0.04
C -0.674 2.366 -0.179  -0.25
C 3.392 3.420 -0.793  -0.04
C -0.147 2.154 -4.475  0.00
C -2.388 0.224 -1.115  -0.23
C 0.850 2.771 -3.725  0.03
C 2.568 2.690 -0.018  -0.11
C 0.852 -0.034 -4.130  -0.52
C -1.218 -2.916 -1.089  -0.24
C 1.892 -1.264 3.263  -0.23
C -2.640 -2.369 1.359  -0.22
C 0.692 1.363 3.327  -0.21
C 1.789 0.577 -3.298  -0.12
H 2.526 -0.030 -2.783  0.09
H 0.549 -4.148 0.709  0.07
H 2.012 -0.991 4.325  0.07
H 2.803 -0.973 2.719  0.06
H -2.894 -3.439 1.404  0.08
H -3.250 1.757 1.301  0.09
H -1.041 -2.012 3.741  0.05
H -1.511 2.984 -0.507  0.07
H -2.647 -1.988 2.386  0.03
H 0.052 2.247 -0.997  0.02
H -0.188 2.834 0.683  0.05
H 0.908 3.853 -3.633  0.15
H -0.348 -1.961 -4.338  -0.07
H 3.451 4.515 -0.674  0.09
H -1.773 -0.373 3.752  0.04
H -0.430 -0.751 4.833  0.08
H -2.056 1.337 2.558  0.03
H -0.247 1.930 3.329  0.05
H -3.412 -1.842 0.785  0.05
H 1.462 1.912 2.770  0.04
H 1.746 -2.353 3.204  0.04
H -1.937 -3.744 -1.061  0.08
H 2.115 -1.612 -1.398  0.05
H -0.253 -3.250 -1.486  0.04
H 4.081 2.983 -1.539  0.08
H -0.940 -4.430 1.673  0.08
H -3.067 -0.592 -0.824  0.05
H -0.902 2.784 -4.915  0.13
H 2.239 3.080 0.942  0.05
H 2.695 -1.619 0.076  0.12
H -3.106 0.064 1.845  0.04
H 1.010 1.214 4.370  0.08
H 0.371 -3.408 2.321  0.02
H -1.050 0.308 -5.113  0.13
H 2.269 1.662 -0.310  0.00
H -1.596 -2.144 -1.764  0.01
H -1.749 -0.096 -1.954  0.03
H -2.983 1.098 -1.419  0.07
H 2.371 2.368 -2.327  0.04

---

no.,calculated total energy (eV)
1,-35543.3690
2,-103047.2112
3,-43830.9118
4,-116329.8319